{
  "formula": "C19H18F26O5S",
  "method": "ωB97M-V/def2-TZVPD",
  "e_lumo_ev": 0.205,
  "charge": 0,
  "total_energy_ev": -111722.207,
  "smiles": "FC(F)C(F)(F)COC(F)(F)C(F)F.FC(F)C(F)(F)COC(F)(F)C(F)F.FC(F)C(F)(F)COC(F)(F)C(F)F.O=C(F)O[C@@H](S)CCF",
  "symbols": ["F", "C", "F", "C", "F", "F", "C", "O", "C", "F", "F", "C", "F", "F", "H", "H", "H", "H", "F", "C", "F", "C", "F", "F", "C", "O", "C", "F", "F", "C", "F", "F", "H", "H", "H", "H", "F", "C", "F", "C", "F", "F", "C", "O", "C", "F", "F", "C", "F", "F", "H", "H", "H", "H", "O", "C", "F", "O", "C", "S", "C", "C", "F", "H", "H", "H", "H", "H", "H"],
  "xyz": [[1.85100, 1.47885, 3.67578], [0.54643, 1.36590, 3.35596], [-0.18764, 1.82184, 4.39483], [0.17635, -0.09878, 3.09897], [0.29324, -0.80776, 4.23838], [-1.14966, -0.05889, 2.75736], [0.87412, -0.81450, 1.93978], [1.98370, -1.62906, 2.26820], [3.25257, -1.15203, 2.30757], [3.34739, 0.11802, 1.88647], [4.00029, -1.91272, 1.45682], [3.89317, -1.33227, 3.69261], [3.16434, -0.70368, 4.63247], [5.13028, -0.78845, 3.66888], [0.33276, 1.97539, 2.47422], [0.13278, -1.51389, 1.55605], [1.10213, -0.12244, 1.12906], [3.96472, -2.39475, 3.93149], [-3.46681, 4.60563, 0.54246], [-4.22692, 3.64083, -0.01685], [-3.68884, 3.33189, -1.21600], [-5.66002, 4.14143, -0.22201], [-5.67532, 5.13972, -1.12454], [-6.33741, 3.07759, -0.75807], [-6.45305, 4.53326, 1.03124], [-6.50167, 5.90825, 1.34975], [-5.58375, 6.50785, 2.15812], [-4.71416, 5.63167, 2.68714], [-6.25628, 7.08142, 3.18691], [-4.85839, 7.65730, 1.43973], [-4.25057, 7.20937, 0.32577], [-3.92022, 8.15983, 2.27155], [-4.21268, 2.75116, 0.61734], [-7.48358, 4.27721, 0.79025], [-6.15179, 3.92591, 1.88533], [-5.57415, 8.43853, 1.17854], [5.38825, -4.94018, -3.89035], [4.27844, -4.71402, -3.16021], [3.22656, -4.62051, -4.00406], [4.39673, -3.40220, -2.37646], [4.44031, -2.36110, -3.22864], [3.22802, -3.32522, -1.66839], [5.51273, -3.29324, -1.33164], [6.69569, -2.62826, -1.72587], [7.74180, -3.27825, -2.30305], [7.56653, -4.61052, -2.33546], [8.84427, -3.03524, -1.55008], [8.05889, -2.72260, -3.70051], [6.98129, -2.81793, -4.50155], [9.06048, -3.45413, -4.23739], [4.11302, -5.55225, -2.47864], [5.09338, -2.65603, -0.55538], [5.72052, -4.26410, -0.88042], [8.36810, -1.67913, -3.62150], [-0.35660, -0.92500, -1.14325], [-1.46782, -0.54624, -1.19216], [-1.92498, 0.19383, -2.20728], [-2.41123, -0.75744, -0.27788], [-3.71485, -1.21257, -0.69913], [-4.81681, 0.19922, -1.00738], [-3.66807, -2.20171, -1.85544], [-2.88668, -3.49791, -1.55664], [-2.33577, -3.47498, -0.28657], [-4.11831, -1.70476, 0.18283], [-5.08966, 0.01683, -2.30398], [-3.28520, -1.70923, -2.75363], [-4.70579, -2.46582, -2.07193], [-3.55027, -4.36245, -1.59906], [-2.07533, -3.64649, -2.27051]],
  "mulliken_charge": [-0.24, 0.05, -0.27, 0.99, -0.29, -0.28, -0.59, -0.40, 0.75, -0.28, -0.30, 0.16, -0.23, -0.26, 0.29, 0.25, 0.36, 0.25, -0.23, 0.06, -0.24, 0.97, -0.28, -0.30, -0.86, -0.39, 0.82, -0.28, -0.31, 0.19, -0.22, -0.26, 0.28, 0.45, 0.34, 0.25, -0.23, 0.09, -0.26, 0.88, -0.28, -0.32, -0.48, -0.39, 0.80, -0.30, -0.30, 0.20, -0.22, -0.26, 0.30, 0.15, 0.44, 0.25, -0.47, 0.76, -0.23, -0.24, 0.03, -0.22, -1.05, -0.37, -0.28, 0.44, 0.14, 0.43, 0.51, 0.31, 0.24]
}


{
  "formula": "C3H9N2O",
  "method": "ωB97M-V/def2-TZVPD",
  "e_lumo_ev": -3.431,
  "charge": 1,
  "total_energy_ev": -8275.756,
  "e_above_lowest_kj_mol": 320.13,
  "symbols": ["C", "C", "C", "N", "N", "O", "H", "H", "H", "H", "H", "H", "H", "H", "H"],
  "xyz": [[-0.18544, -0.08681, -1.10232], [0.85780, -0.50554, 0.54361], [-1.22979, 0.79027, -0.42316], [0.51728, -1.61241, 1.11642], [1.70792, 0.40391, 0.85606], [0.16428, 0.36583, -2.49733], [-0.58097, -1.11348, -1.32460], [-1.17482, 1.90145, -0.65626], [-1.10253, 0.47214, 0.60826], [-2.29145, 0.61957, -0.75504], [-0.24220, -2.12236, 0.73227], [1.03840, -1.96199, 1.91116], [0.35713, 1.37209, -2.35684], [1.89316, 1.16422, 0.21752], [2.03130, 0.71556, 1.80222]],
  "mulliken_charge": [-0.09, 0.37, -0.78, -0.28, -0.38, -0.45, 0.23, 0.32, 0.35, 0.29, 0.24, 0.25, 0.40, 0.25, 0.28]
}